No. 1
Molecular formula: C6H10O
Method: DFT, the ωB97M-V functional and the def2-TZVPD basis

The energy above the lowest of the compared OMol25 structures with the same formula, charge and spin comes out at 101.0 kcal per mole. As for the gap between HOMO and LUMO: 9.44 eV. As for the HOMO energy: -8.47 eV.

```
! RIJCOSX wB97M-V def2-TZVPD def2/J DEFGRID3
* xyz 0 1
C -2.27211 0.97498 -0.33957
C 0.08099 -0.43855 0.15060
C 0.55384 0.22680 1.41067
C 1.83283 0.45062 0.51527
C 1.04896 -0.09812 -0.70675
C 0.75325 -1.48730 -1.27325
O -0.39631 -1.62229 -0.32894
H -2.37344 0.14031 0.36777
H -2.43459 1.92078 0.18752
H -2.99327 0.84233 -1.15115
H 0.01687 1.12868 1.72668
H 0.68719 -0.44589 2.26136
H 2.63345 -0.22683 0.82637
H 2.21284 1.47358 0.43735
H -1.26239 0.98898 -0.76573
H 1.50024 -2.24023 -1.01103
H 0.41166 -1.58785 -2.30717
*
```



No. 2
Molecular formula: C23H30NO3
Method: DFT, the ωB97M-V functional and the def2-TZVPD basis

The energy above the lowest of the compared OMol25 structures with the same formula, charge and spin comes out at 24.1 kcal per mole. As for the gap between HOMO and LUMO: 8.39 eV. Its structure (SMILES) is CCCCCOc1ccc(C(=O)[C@H](c2ccccc2)[NH+]2CCOCC2)cc1. As for the HOMO energy: -11.52 eV.

```
! RIJCOSX wB97M-V def2-TZVPD def2/J DEFGRID3
* xyz 1 1
C -8.42967 -1.94397 -1.26350
H -8.37578 -2.41388 -2.24210
C -7.07471 -1.36800 -0.87047
C -7.13411 -0.69865 0.50210
C -5.77716 -0.20298 1.00108
C -5.26902 1.00157 0.20704
H -5.96973 1.83369 0.30859
H -5.15675 0.76671 -0.85534
O -4.04624 1.50462 0.73391
C -2.88927 0.90838 0.48049
C -1.76390 1.47688 1.11351
C -0.51064 0.96364 0.92989
C -0.31517 -0.15145 0.09252
C -1.43878 -0.71133 -0.54298
C -2.69805 -0.20214 -0.35709
H -3.53063 -0.66382 -0.86230
H -1.28764 -1.56407 -1.18772
C 0.96267 -0.75027 -0.14710
O 1.15959 -1.72938 -0.86687
C 2.23010 -0.15486 0.52289
C 2.50603 1.24698 0.03650
C 3.06550 2.18152 0.90057
C 3.32217 3.46860 0.46219
C 3.02235 3.83065 -0.84048
C 2.46472 2.90367 -1.70566
C 2.20811 1.61528 -1.27198
H 1.76597 0.89875 -1.94935
H 2.22642 3.18309 -2.71977
H 3.21954 4.83502 -1.18004
H 3.75354 4.18827 1.13995
H 3.29301 1.90670 1.92087
H 2.10566 -0.14670 1.60892
N 3.30698 -1.13444 0.17358
C 4.52139 -0.60940 -0.47886
H 4.24611 0.00549 -1.33543
H 5.07356 0.00109 0.24014
C 5.38552 -1.79102 -0.93389
O 5.73247 -2.60942 0.15180
C 4.59168 -3.13453 0.77711
H 4.94622 -3.74876 1.60556
C 3.69062 -2.00980 1.29952
H 2.79446 -2.43377 1.75465
H 4.23504 -1.41456 2.03736
H 4.02344 -3.76770 0.07818
H 6.32145 -1.42793 -1.35968
H 4.84514 -2.37186 -1.69755
H 2.75329 -1.73948 -0.53176
H 0.32397 1.42904 1.42906
H -1.92793 2.33144 1.75005
H -5.04843 -1.01554 0.94886
H -5.86270 0.09755 2.04725
H -7.83580 0.13681 0.46888
H -7.51820 -1.42222 1.22346
H -6.76601 -0.64468 -1.62796
H -6.33455 -2.17192 -0.84899
H -9.18048 -1.15849 -1.30111
H -8.75149 -2.69061 -0.54159
*
```



No. 3
Molecular formula: C2H5ClFN
Method: DFT, the ωB97M-V functional and the def2-TZVPD basis

The energy above the lowest of the compared OMol25 structures with the same formula, charge and spin comes out at 48.9 kcal per mole. As for the gap between HOMO and LUMO: 11.26 eV. Its structure (SMILES) is NC[C@@H](F)Cl. As for the HOMO energy: -10.38 eV.

```
! RIJCOSX wB97M-V def2-TZVPD def2/J DEFGRID3
* xyz 0 1
C 1.04457 -0.81326 -0.43888
C -0.06651 0.12659 0.16881
H 1.96739 -0.20837 1.38339
H 2.67750 0.68198 -0.08466
H 1.12410 -0.29522 -1.55103
H 0.70679 -1.85368 -0.39747
H 0.19553 0.06405 1.29088
N 2.46233 -0.31240 0.24574
F 0.18317 1.38814 -0.19196
Cl -1.84850 -0.26913 0.05805
*
```



No. 4
Molecular formula: C2H11O4
Method: DFT, the ωB97M-V functional and the def2-TZVPD basis

The energy above the lowest of the compared OMol25 structures with the same formula, charge and spin comes out at 23.9 kcal per mole. As for the gap between HOMO and LUMO: 8.22 eV. As for the HOMO energy: -4.06 eV.

```
! RIJCOSX wB97M-V def2-TZVPD def2/J DEFGRID3
* xyz -1 1
C -0.80513 -0.15962 -0.79499
O -0.17276 0.61128 0.16439
C -2.04106 -0.88079 -0.17098
H -1.17391 0.43181 -1.65484
H -0.17069 -0.96739 -1.17125
H -2.87848 -0.19712 -0.12281
H -2.14490 -1.81738 -0.74098
H -1.76155 -1.22162 0.82205
H 0.40953 1.82292 -0.48818
H 0.18036 3.28916 -0.34322
O 0.79297 2.72020 -0.84121
H 1.52353 1.12076 2.09125
H 1.83452 -0.25426 1.50420
O 2.09568 0.32699 2.21254
H 1.29005 -1.61512 -0.87510
H 1.28802 -1.28736 0.50097
O 1.73383 -1.92247 -0.09184
*
```



No. 5
Molecular formula: C2H6N3O
Method: DFT, the ωB97M-V functional and the def2-TZVPD basis

The energy above the lowest of the compared OMol25 structures with the same formula, charge and spin comes out at 68.8 kcal per mole. As for the gap between HOMO and LUMO: 11.38 eV. As for the HOMO energy: -15.33 eV.

```
! RIJCOSX wB97M-V def2-TZVPD def2/J DEFGRID3
* xyz 1 1
C 1.02955 0.70724 1.48529
C -0.35981 -0.61651 -0.50125
N -1.08070 -0.04473 -1.45118
N 0.62271 0.90955 0.29935
N -0.16043 -1.55376 0.21183
O 1.09727 -0.41996 2.10046
H 1.39355 1.62951 1.94616
H -1.27215 0.96610 -1.40401
H -1.91001 -0.48138 -1.80711
H 0.74336 1.74489 -0.20802
H -0.51847 -2.42118 0.60254
H 1.00316 -1.16546 1.61020
*
```



Question: Which value of HOMO does entry 1 give?
Answer: -8.47 eV



Question: Which of these has the lowest gap between HOMO and LUMO?
Answer: C2H11O4